{"formula": "C4H11NO6P", "method": "ωB97M-V with the def2-TZVPD basis set", "charge": -1, "lumo_energy_ev": 3.38, "relative_energy_kj_mol": 0.0, "homo_lumo_gap_ev": 9.2, "e_homo_ev": -5.8, "symbols": ["C", "C", "C", "C", "N", "O", "O", "O", "O", "O", "O", "P", "H", "H", "H", "H", "H", "H", "H", "H", "H", "H", "H"], "coordinates": [[-3.21905, 0.04013, -1.25659], [-1.74057, 0.17000, -0.87641], [-1.49020, -0.40944, 0.53946], [0.11322, -0.29825, 0.73468], [-2.21157, 0.40446, 1.51009], [3.20909, 0.83833, -1.17758], [3.38421, 0.52543, 1.39762], [5.37615, 0.14067, -0.02676], [0.70149, -1.26136, 0.23756], [0.58042, 0.67102, 1.37474], [3.35111, -1.45775, -0.14586], [3.93003, 0.01456, -0.01719], [-3.74472, -0.07000, -0.38792], [-3.58766, 0.74470, -1.98154], [-3.39989, -0.95322, -1.80089], [-1.15288, -0.32491, -1.67463], [-1.72172, 1.22745, -0.65589], [-1.76466, -1.44648, 0.61632], [-2.13739, 1.39741, 1.26789], [-1.55442, 0.45057, 2.42785], [2.28118, -1.38419, 0.06923], [2.39987, 0.45303, -1.49886], [2.39796, 0.52782, 1.32469]], "nbo_charge": [-0.6054, -0.4097, -0.1535, 0.7855, -0.8540, -1.0071, -1.0190, -1.1269, -0.7718, -0.7666, -1.0666, 2.5324, 0.2171, 0.1958, 0.1772, 0.2224, 0.1975, 0.1912, 0.3463, 0.3745, 0.5217, 0.5050, 0.5139]}

***

{"formula": "C21H38IrN5O6", "method": "ωB97M-V with the def2-TZVPD basis set", "multiplicity": 2, "charge": 3, "lumo_energy_ev": [-9.78, -12.29], "s_squared": 0.755, "relative_energy_kj_mol": 54.0, "homo_lumo_gap_ev": [7.9, 5.4], "e_homo_ev": [-17.7, -17.7], "symbols": ["Ir", "C", "C", "N", "C", "C", "N", "C", "C", "C", "N", "C", "C", "N", "C", "H", "H", "H", "H", "H", "H", "H", "H", "H", "H", "H", "H", "H", "H", "H", "H", "H", "H", "H", "H", "H", "H", "H", "H", "C", "O", "C", "C", "O", "C", "H", "H", "H", "H", "H", "H", "H", "H", "H", "H", "O", "C", "O", "C", "C", "C", "C", "C", "C", "N", "O", "O", "H", "H", "H", "H"], "coordinates": [[0.62606, -0.12498, 0.62738], [3.08578, 2.46291, 0.45445], [3.36895, 1.15348, -0.29656], [2.16689, 0.35587, -0.68686], [2.60995, -0.88325, -1.42000], [1.42516, -1.79351, -1.63922], [0.64679, -1.94101, -0.37333], [0.99216, -3.11445, 0.47222], [2.41682, -3.15226, 0.99491], [2.91539, -1.91400, 1.75218], [1.87239, -0.89176, 2.12487], [2.56928, 0.21826, 2.86803], [1.68908, 1.44360, 2.97664], [0.99988, 1.70059, 1.67931], [1.64238, 2.74403, 0.82408], [3.41038, 3.30448, -0.15760], [3.71299, 2.50602, 1.34593], [4.01846, 0.49631, 0.27778], [3.90130, 1.36196, -1.22604], [1.63383, 0.90658, -1.36517], [3.38899, -1.35487, -0.82742], [3.05688, -0.58783, -2.37016], [1.74345, -2.77008, -2.00564], [0.75129, -1.36226, -2.37720], [-0.34651, -2.06238, -0.66842], [0.80935, -4.01747, -0.11354], [0.27735, -3.11717, 1.29503], [3.11210, -3.36145, 0.18067], [2.47539, -4.02285, 1.64838], [3.67225, -1.37988, 1.18382], [3.39339, -2.21288, 2.68608], [1.24114, -1.36699, 2.76941], [3.47919, 0.43631, 2.31477], [2.87118, -0.13953, 3.85346], [2.27793, 2.31098, 3.27860], [0.92314, 1.30938, 3.73582], [0.07482, 2.06933, 1.88754], [1.60022, 3.69272, 1.36251], [1.01115, 2.85425, -0.06020], [-3.01152, -2.18057, -1.74568], [-1.99435, -2.34939, -0.74171], [-2.48161, -2.53769, 0.57355], [-2.38344, -1.30339, 1.43058], [-0.99986, -0.99010, 1.91027], [-1.14243, -0.46404, 3.25833], [-3.64437, -3.06661, -1.78863], [-2.50218, -2.05407, -2.69700], [-3.62055, -1.29919, -1.53237], [-1.94130, -3.36814, 1.03435], [-3.53571, -2.82797, 0.55128], [-2.95851, -1.49078, 2.33579], [-2.77583, -0.41378, 0.94604], [-1.68293, -1.18851, 3.86298], [-1.68479, 0.48243, 3.23795], [-0.16315, -0.32359, 3.70146], [-1.27466, 1.32222, 0.55524], [-1.28605, 1.23093, -0.71437], [-0.35177, 0.46906, -1.16272], [-2.23612, 1.89689, -1.57600], [-3.18664, 2.78189, -1.04880], [-4.08134, 3.40731, -1.89693], [-4.04104, 3.15125, -3.26500], [-3.09115, 2.27247, -3.75825], [-2.18148, 1.63916, -2.94674], [-3.03968, 1.98598, -5.21434], [-3.89806, 2.48132, -5.89648], [-2.10169, 1.31633, -5.59620], [-3.21776, 2.97876, 0.01500], [-4.81487, 4.09610, -1.50236], [-4.73496, 3.62057, -3.95000], [-1.45682, 0.96899, -3.38578]], "lowdin_charge": [1.6239, -0.1194, -0.1287, -0.1355, -0.1183, -0.1160, -0.1568, -0.1563, -0.1177, -0.1325, -0.1408, -0.1254, -0.1261, -0.1508, -0.1481, 0.1417, 0.1237, 0.1085, 0.1500, 0.1322, 0.1115, 0.1585, 0.1559, 0.1332, 0.0844, 0.1550, 0.1105, 0.1275, 0.1402, 0.0987, 0.1490, 0.1209, 0.1116, 0.1578, 0.1521, 0.1195, 0.1176, 0.1521, 0.1277, -0.0164, -0.2418, -0.1582, -0.0892, -0.3332, -0.0285, 0.1114, 0.1031, 0.1001, 0.1401, 0.1549, 0.1412, 0.1313, 0.1220, 0.1215, 0.0683, -0.0086, -0.4933, -0.0986, -0.1330, 0.0249, 0.0009, 0.0728, -0.0963, 0.0751, -0.3435, 0.1456, 0.0967, 0.1306, 0.1326, 0.1443, 0.1320]}

***

{"formula": "C38H36F6N2O3", "method": "ωB97M-V with the def2-TZVPD basis set", "charge": 0, "lumo_energy_ev": -2.56, "relative_energy_kj_mol": 276.3, "homo_lumo_gap_ev": 2.8, "e_homo_ev": -5.4, "symbols": ["C", "C", "O", "C", "C", "C", "O", "C", "C", "C", "C", "O", "H", "H", "H", "H", "H", "H", "H", "H", "H", "H", "H", "H", "H", "F", "C", "F", "F", "C", "N", "C", "C", "C", "C", "C", "C", "C", "C", "C", "C", "C", "C", "C", "C", "C", "N", "C", "C", "F", "F", "F", "C", "C", "C", "C", "C", "C", "C", "C", "C", "C", "H", "H", "H", "H", "H", "H", "H", "H", "H", "H", "H", "H", "H", "H", "H", "H", "H", "H", "H", "H", "H", "H", "H"], "coordinates": [[4.21286, -0.92858, 3.68907], [3.05851, 0.04355, 3.61218], [1.80479, -0.59731, 3.59488], [0.81926, 0.32484, 3.34057], [-0.54376, -0.14270, 3.48704], [-1.64359, 0.76164, 3.47403], [-1.51988, 1.97654, 3.37483], [-3.06379, 0.24910, 3.58394], [-3.18912, -1.18526, 4.11195], [-2.16556, -2.09962, 3.42401], [-0.73861, -1.61394, 3.70214], [1.09572, 1.47219, 3.00294], [5.17731, -0.42129, 3.73217], [4.12209, -1.56010, 4.57152], [4.21698, -1.58179, 2.81831], [3.04278, 0.72759, 4.47222], [3.11579, 0.67064, 2.71157], [-3.62069, 0.94355, 4.22030], [-3.52690, 0.31538, 2.59425], [-3.01755, -1.19433, 5.19576], [-4.21283, -1.56349, 3.97432], [-2.27794, -3.14500, 3.74128], [-2.34867, -2.09845, 2.34182], [-0.02364, -2.15781, 3.07339], [-0.46182, -1.85211, 4.73542], [7.34359, 1.77343, 2.82490], [6.33790, 2.40932, 2.19537], [5.17759, 1.74558, 2.37037], [6.23080, 3.68056, 2.63087], [6.67070, 2.44377, 0.69839], [5.56021, 3.02676, -0.06201], [5.79922, 4.33080, -0.62874], [6.23412, 4.43994, -1.95139], [6.65643, 5.64778, -2.45081], [6.63719, 6.77087, -1.64431], [6.18361, 6.68407, -0.33878], [5.77798, 5.47396, 0.16978], [4.32065, 2.33772, -0.20323], [3.11236, 3.01375, 0.00008], [1.91109, 2.39655, -0.20832], [1.84747, 1.07645, -0.70375], [0.57799, 0.48890, -0.95204], [0.25660, -0.61670, -1.77964], [-0.99687, -1.25158, -1.62561], [-1.33624, -2.34818, -2.35899], [-0.47662, -2.86194, -3.34151], [-0.78316, -4.06208, -4.04206], [-1.36266, -5.19583, -3.30952], [-0.28830, -5.90306, -2.46939], [-0.90467, -6.69084, -1.56609], [0.47657, -6.63781, -3.29796], [0.45558, -4.96793, -1.84745], [-0.24398, -4.32048, -5.35350], [1.01938, -4.88868, -5.53532], [1.59096, -4.93501, -6.78714], [0.90134, -4.44906, -7.88059], [-0.37001, -3.93554, -7.72199], [-0.93988, -3.87079, -6.47324], [0.71943, -2.17056, -3.58849], [1.08716, -1.09569, -2.81956], [3.07278, 0.38633, -0.85981], [4.26637, 0.99002, -0.58618], [7.56080, 3.06071, 0.54722], [6.89317, 1.44074, 0.33806], [6.26194, 3.55102, -2.55887], [7.01792, 5.71268, -3.46624], [6.98076, 7.71639, -2.02823], [6.15673, 7.56144, 0.28808], [5.46554, 5.37464, 1.19657], [3.14196, 4.01660, 0.37700], [0.99718, 2.92067, 0.00923], [-0.25794, 0.95098, -0.44857], [-1.69189, -0.86915, -0.89708], [-2.29726, -2.80926, -2.21753], [-2.15259, -4.84476, -2.64927], [-1.80547, -5.90505, -4.01222], [1.53556, -5.28975, -4.68123], [2.57833, -5.34758, -6.91540], [1.36257, -4.44828, -8.85530], [-0.92218, -3.57767, -8.57486], [-1.92410, -3.45649, -6.33192], [1.36138, -2.51901, -4.37492], [2.00970, -0.58022, -3.01735], [3.05478, -0.64892, -1.15166], [5.18824, 0.44176, -0.66354]], "lowdin_charge": [-0.0683, -0.2785, -0.0247, -0.4630, -0.0948, -0.4413, 0.0030, -0.1328, -0.2078, -0.2089, -0.1902, 0.0324, 0.0586, 0.0738, 0.0713, 0.1336, 0.0939, 0.1127, 0.1115, 0.1112, 0.0993, 0.1007, 0.1012, 0.1049, 0.1134, 0.1414, -0.5736, 0.1467, 0.1407, -0.0216, -0.0304, -0.2229, -0.0156, -0.0822, -0.0815, -0.0711, -0.0210, -0.1742, 0.0237, 0.0231, -0.1918, 0.1164, -0.1982, 0.0079, -0.0029, -0.1717, -0.0221, -0.0173, -0.5821, 0.1444, 0.1323, 0.1523, -0.2283, -0.0282, -0.0698, -0.0806, -0.0780, -0.0113, 0.0155, 0.0014, -0.0039, 0.0040, 0.1503, 0.1271, 0.1150, 0.1057, 0.1029, 0.1080, 0.1101, 0.1227, 0.1315, 0.1348, 0.1261, 0.1146, 0.1232, 0.1494, 0.1085, 0.1078, 0.1055, 0.1062, 0.1177, 0.1122, 0.1115, 0.1141, 0.1141]}

***

{"formula": "C46H50N7O15S", "method": "ωB97M-V with the def2-TZVPD basis set", "multiplicity": 2, "charge": 0, "lumo_energy_ev": [-0.93, -0.93], "s_squared": 0.754, "homo_lumo_gap_ev": [6.9, 8.2], "e_homo_ev": [-7.8, -9.1], "symbols": ["C", "C", "C", "C", "C", "C", "S", "O", "O", "C", "C", "C", "C", "N", "O", "H", "H", "H", "H", "H", "H", "H", "H", "H", "H", "H", "H", "H", "H", "H", "H", "H", "H", "H", "H", "C", "C", "C", "C", "C", "C", "N", "O", "O", "H", "H", "H", "H", "H", "C", "C", "C", "C", "C", "C", "N", "O", "O", "H", "H", "H", "H", "H", "C", "C", "C", "C", "C", "C", "N", "O", "O", "H", "H", "H", "H", "H", "C", "C", "C", "C", "C", "C", "N", "O", "O", "H", "H", "H", "H", "H", "C", "C", "C", "C", "C", "C", "N", "O", "O", "H", "H", "H", "H", "H", "C", "C", "C", "C", "C", "C", "N", "O", "O", "H", "H", "H", "H", "H"], "coordinates": [[-0.01000, 0.68692, 3.07220], [-0.34402, 0.75656, 1.57536], [0.96077, 1.02228, 0.83225], [-0.91026, -0.58353, 1.09038], [-2.28582, -0.83501, 1.69389], [-2.83420, -2.22722, 1.37193], [-3.87680, -2.76653, 2.69599], [-4.92522, -3.61905, 2.22034], [-3.05121, -3.19790, 3.78447], [-3.21411, 0.26582, 1.19064], [-2.75397, 1.65024, 1.64722], [-2.96842, 1.82989, 3.16117], [-3.60031, 2.69941, 0.92136], [-1.32206, 1.84734, 1.25423], [-1.14705, 2.39816, 0.11460], [0.69512, 1.47643, 3.32689], [0.49201, -0.26446, 3.25138], [-0.87518, 0.71702, 3.72352], [1.34654, 2.01413, 1.05528], [1.69021, 0.29958, 1.19773], [0.85958, 0.87517, -0.23941], [-1.00975, -0.55198, 0.00060], [-0.21306, -1.38582, 1.33309], [-2.17730, -0.75946, 2.78088], [-3.45904, -2.20826, 0.47868], [-2.06244, -2.99072, 1.29044], [-4.42878, -1.58690, 3.07070], [-4.24232, 0.10528, 1.52669], [-3.20303, 0.21980, 0.09749], [-3.84963, 2.43563, 3.33438], [-3.11291, 0.88891, 3.69004], [-2.13989, 2.35299, 3.62959], [-4.61598, 2.62977, 1.31263], [-3.22748, 3.70174, 1.11909], [-3.64262, 2.51920, -0.14903], [-8.83069, -0.53960, 3.58846], [-8.01274, 0.32078, 2.86681], [-7.13129, 1.16019, 3.52893], [-7.08261, 1.11026, 4.91059], [-7.88056, 0.25788, 5.64990], [-8.76692, -0.56785, 4.97472], [-6.14005, 2.00398, 5.61438], [-5.48750, 2.76637, 4.92939], [-6.07050, 1.92134, 6.82192], [-9.52132, -1.19350, 3.07249], [-8.06481, 0.34387, 1.78665], [-6.49501, 1.84493, 2.98813], [-7.81430, 0.25008, 6.72767], [-9.40843, -1.24140, 5.52580], [0.22980, 0.46803, 10.36930], [0.48931, -0.61701, 9.54236], [-0.04731, -0.66298, 8.26594], [-0.83567, 0.39174, 7.84670], [-1.11228, 1.48096, 8.65083], [-0.57056, 1.51241, 9.92561], [-1.40038, 0.35690, 6.48531], [-1.16605, -0.61887, 5.80091], [-2.06579, 1.30720, 6.12648], [0.65344, 0.49982, 11.36437], [1.11153, -1.43011, 9.89023], [0.13940, -1.49696, 7.60630], [-1.73758, 2.28142, 8.28490], [-0.77415, 2.35495, 10.57203], [-6.02354, -5.67296, 6.63905], [-7.01887, -5.94621, 7.56830], [-8.31011, -5.49122, 7.35828], [-8.57267, -4.76859, 6.20919], [-7.59921, -4.48302, 5.26979], [-6.31182, -4.94261, 5.49376], [-9.94582, -4.28753, 5.97674], [-10.78375, -4.52835, 6.82047], [-10.16095, -3.67214, 4.94916], [-5.01629, -6.03085, 6.80622], [-6.79104, -6.51497, 8.45944], [-9.09898, -5.68988, 8.06779], [-7.84140, -3.91497, 4.38400], [-5.53351, -4.72811, 4.77320], [4.42300, 1.36074, -5.02823], [4.73428, 2.14787, -3.92720], [4.45362, 1.69606, -2.64828], [3.86372, 0.45427, -2.50503], [3.54056, -0.34518, -3.58515], [3.82547, 0.11843, -4.85967], [3.57304, -0.03614, -1.14553], [3.84694, 0.68900, -0.21123], [3.06975, -1.13712, -1.03582], [4.64776, 1.71802, -6.02543], [5.19653, 3.11616, -4.06254], [4.68406, 2.29143, -1.77790], [3.07768, -1.30797, -3.43029], [3.58148, -0.48993, -5.71888], [6.21477, 1.62218, -10.93817], [6.65762, 0.58742, -10.12532], [5.76168, -0.12353, -9.34462], [4.42352, 0.22202, -9.39934], [3.95390, 1.24803, -10.19795], [4.86494, 1.94996, -10.97072], [3.46309, -0.53171, -8.57600], [3.90216, -1.41257, -7.85878], [2.29090, -0.22762, -8.64704], [6.91886, 2.16954, -11.54954], [7.70803, 0.32884, -10.09982], [6.08835, -0.93032, -8.70601], [2.90147, 1.48836, -10.21042], [4.51904, 2.75759, -11.60131], [13.65927, 1.64952, -10.22003], [13.17745, 0.97322, -11.33304], [11.86472, 1.14846, -11.73914], [11.06168, 2.00725, -11.01239], [11.51594, 2.69001, -9.89972], [12.83038, 2.50340, -9.50436], [9.66712, 2.20669, -11.44439], [9.27438, 1.57919, -12.40796], [8.98020, 2.98074, -10.80799], [14.68617, 1.51089, -9.90915], [13.82442, 0.30816, -11.88817], [11.46950, 0.63217, -12.60084], [10.85487, 3.35020, -9.35900], [13.20720, 3.02732, -8.63686]], "lowdin_charge": [-0.0171, -0.4640, -0.0519, -0.0915, -0.3486, -0.2135, 0.6524, -0.3509, -0.3402, -0.1038, -0.4540, -0.0224, -0.0330, -0.1024, -0.0165, 0.0965, 0.0973, 0.0286, 0.0944, 0.0800, 0.0796, 0.1373, 0.1346, 0.1175, 0.1123, 0.1170, 0.0760, 0.1208, 0.1360, 0.0547, 0.0703, 0.0851, 0.0755, 0.0963, 0.0813, -0.0628, -0.0624, -0.0089, -0.1447, 0.0034, -0.0610, -0.3408, 0.0610, 0.0828, 0.1110, 0.1085, 0.1067, 0.1200, 0.0973, -0.0720, -0.0654, -0.0009, -0.1421, 0.0014, -0.0636, -0.3301, 0.0768, 0.0785, 0.1065, 0.1077, 0.1198, 0.1212, 0.1084, -0.0621, -0.0666, -0.0068, -0.1497, 0.0040, -0.0487, -0.3492, 0.0800, 0.0542, 0.1095, 0.1069, 0.1179, 0.1175, 0.0934, -0.0648, -0.0655, -0.0041, -0.1459, 0.0060, -0.0521, -0.3469, 0.0673, 0.0720, 0.1047, 0.1069, 0.1185, 0.1205, 0.0835, -0.0652, -0.0588, -0.0020, -0.1552, -0.0041, -0.0546, -0.3492, 0.0529, 0.0819, 0.0793, 0.1036, 0.1186, 0.1188, 0.1093, -0.0675, -0.0621, -0.0012, -0.1460, -0.0011, -0.0621, -0.3390, 0.0775, 0.0685, 0.1085, 0.1095, 0.1200, 0.1198, 0.1095]}